Arrangement A

A structure of composition C23H28BCsN8O4, computed with ωB97M-V/def2-TZVPD.

Each line ends with the Mulliken charge.
CARTESIAN COORDINATES (ANGSTROEM)
Cs -0.23 -0.60 -0.49  0.89
C -3.94 -1.16 5.08  -1.58
C -3.44 -0.67 3.70  1.56
C -3.17 0.82 3.80  -1.50
O -2.18 -1.34 3.38  -0.65
C -4.52 -1.03 2.62  0.45
O -5.60 -0.43 2.72  -0.76
O -4.14 -1.93 1.80  -0.80
H -3.20 -0.97 5.88  0.35
H -4.16 -2.22 5.06  0.33
H -4.91 -0.63 5.29  0.32
H -2.34 0.99 4.52  0.33
H -4.06 1.39 4.12  0.29
H -2.88 1.24 2.84  0.34
H -2.48 -2.01 2.74  0.33
B 1.43 5.30 0.93  0.17
N 0.16 5.10 0.10  0.28
C -1.01 5.77 0.24  -0.19
C -1.89 5.35 -0.75  -0.95
C -1.13 4.38 -1.44  -0.16
N 0.09 4.22 -0.93  -0.59
N 1.60 4.12 1.89  0.60
C 2.61 3.23 1.78  -0.23
C 2.44 2.23 2.71  -0.69
C 1.27 2.63 3.39  -0.29
N 0.74 3.73 2.84  -0.91
H 1.22 6.33 1.57  -0.21
H 2.38 5.36 0.14  -0.20
H -1.14 6.46 1.05  0.41
H -2.87 5.71 -0.90  0.39
H -1.42 3.81 -2.32  0.42
H 3.36 3.32 1.01  0.38
H 3.12 1.40 2.85  0.38
H 0.75 2.11 4.19  0.41
O 1.94 -2.24 -2.66  -0.78
C 2.79 -2.68 -1.83  0.05
C 4.14 -2.20 -1.80  -0.61
C 5.11 -2.72 -0.96  -0.46
C 4.80 -3.80 -0.10  -0.67
C 3.49 -4.27 -0.07  -0.22
C 2.52 -3.76 -0.92  0.46
C 1.14 -4.25 -0.83  -0.26
N 0.04 -3.72 -0.35  -0.14
C -0.89 -4.74 -0.39  -0.58
C -0.35 -5.91 -0.84  -0.46
N 0.94 -5.56 -1.11  0.02
H 4.33 -1.38 -2.43  0.43
H 6.12 -2.33 -0.95  0.35
H 5.52 -4.18 0.60  0.35
H 3.27 -5.08 0.62  0.38
H -1.90 -4.56 -0.10  0.51
H -0.72 -6.90 -1.02  0.40
H 1.66 -6.15 -1.51  0.25
C 0.65 1.53 -3.51  -0.60
C -0.25 0.75 -4.37  0.46
N -1.55 0.95 -4.43  -0.46
C -2.00 -0.06 -5.25  -0.46
C -1.02 -0.91 -5.63  -0.31
N 0.13 -0.32 -5.12  -0.14
H 0.10 2.10 -2.75  0.01
H 1.24 2.26 -4.10  0.27
H 1.36 0.89 -2.98  0.17
H -3.04 -0.20 -5.45  0.39
H -1.03 -1.77 -6.26  0.39
H 0.97 -0.84 -4.93  0.32

Properties
Total charge ... -2
LUMO level ... 0.1317 hartree
Multiplicity ... 1
Highest occupied orbital energy ... -2.96 eV
Frontier orbital gap ... 6.55 eV

=====

Arrangement B

A structure of composition C23H28BCsN8O4, computed with ωB97M-V/def2-TZVPD.

Each line ends with the Mulliken charge.
CARTESIAN COORDINATES (ANGSTROEM)
Cs 0.49 0.45 -1.19  1.02
C -3.33 2.53 3.57  -1.76
C -2.74 1.44 2.71  1.81
C -2.18 0.25 3.51  -1.34
O -1.68 2.03 1.89  -0.53
C -3.87 0.85 1.78  -0.14
O -4.98 1.39 1.97  -0.77
O -3.49 -0.09 0.99  -0.70
H -2.60 3.08 4.18  0.43
H -4.18 2.24 4.21  0.31
H -3.83 3.28 2.91  0.34
H -1.21 0.53 3.97  0.25
H -2.07 -0.58 2.80  0.25
H -2.87 -0.08 4.28  0.39
H -0.96 2.33 2.42  0.34
B 2.30 2.94 -3.64  0.07
N 2.19 1.65 -4.45  0.13
C 2.07 1.58 -5.77  -0.23
C 1.72 0.29 -6.11  -0.84
C 1.58 -0.35 -4.84  -0.31
N 1.91 0.48 -3.85  -0.38
N 0.88 3.57 -3.70  0.12
C 0.44 4.63 -4.35  -0.30
C -0.94 4.67 -4.18  -0.84
C -1.22 3.55 -3.36  -0.35
N -0.10 2.87 -3.10  -0.10
H 3.03 3.74 -4.21  -0.21
H 2.68 2.74 -2.50  -0.21
H 2.23 2.44 -6.39  0.44
H 1.46 -0.13 -7.08  0.32
H 1.31 -1.38 -4.62  0.52
H 1.06 5.30 -4.89  0.44
H -1.64 5.40 -4.60  0.30
H -2.15 3.27 -2.89  0.43
O 0.60 -1.73 0.98  -0.88
C 0.27 -2.93 1.18  0.49
C 0.81 -3.71 2.28  -0.70
C 0.61 -5.03 2.52  -0.65
C -0.32 -5.71 1.70  -0.68
C -0.89 -5.01 0.68  -0.45
C -0.69 -3.64 0.44  0.52
C -1.30 -2.93 -0.74  -0.22
N -0.85 -3.10 -1.99  -0.55
C -1.37 -2.02 -2.68  -0.63
C -2.16 -1.23 -1.86  -0.61
N -2.11 -1.85 -0.65  0.36
H 1.52 -3.23 2.91  0.33
H 1.10 -5.48 3.38  0.37
H -0.49 -6.76 1.86  0.37
H -1.49 -5.61 0.00  0.37
H -1.37 -1.96 -3.78  0.40
H -2.71 -0.31 -1.89  0.60
H -2.31 -1.37 0.25  0.36
C 1.61 -0.76 4.70  -0.67
C 2.67 -0.30 3.76  0.64
N 3.81 0.33 4.08  -0.85
C 4.44 0.53 2.83  -0.59
C 3.68 0.01 1.84  -0.30
N 2.50 -0.42 2.43  0.38
H 1.78 -1.82 5.01  0.24
H 0.65 -0.64 4.19  -0.05
H 1.67 -0.16 5.62  0.34
H 5.45 0.92 2.75  0.38
H 3.82 -0.10 0.77  0.42
H 1.77 -0.93 1.95  0.39

Properties
Total charge ... -2
LUMO level ... 0.1450 hartree
Multiplicity ... 1
Highest occupied orbital energy ... -2.46 eV
Frontier orbital gap ... 6.40 eV

=====

The structure with the least stability is arrangement A.

=====

Arrangement A

An isolated molecule of C7H7N3, computed with ωB97M-V/def2-TZVPD.

Each line ends with the Mulliken charge.
CARTESIAN COORDINATES (ANGSTROEM)
N -2.95 -0.53 -0.08  -0.55
C -1.58 -0.13 -0.05  0.60
C -1.20 1.25 0.10  -0.35
C 0.07 1.64 -0.11  -0.75
C 1.17 0.71 -0.06  0.24
N 2.47 0.78 -0.06  0.25
N 3.15 -0.40 0.04  -0.85
C 2.14 -1.30 0.09  -0.64
C 0.89 -0.73 -0.05  0.67
C -0.57 -1.12 -0.06  -0.69
H -3.56 -0.33 0.74  0.20
H -3.16 -1.42 -0.47  0.20
H -1.99 1.95 0.36  0.34
H 0.31 2.64 0.00  0.38
H 3.12 1.53 -0.31  0.23
H 2.46 -2.34 0.10  0.46
H -0.75 -2.20 -0.16  0.24

Properties
Structure (SMILES) ... Nc1ccc2[nH]ncc2c1
Total charge ... 0
LUMO level ... 0.0285 hartree
Multiplicity ... 1
Highest occupied orbital energy ... -7.90 eV
Frontier orbital gap ... 8.67 eV

=====

Arrangement B

An isolated molecule of C7H7N3, computed with ωB97M-V/def2-TZVPD.

Each line ends with the Mulliken charge.
CARTESIAN COORDINATES (ANGSTROEM)
C -0.42 -1.28 2.24  -1.19
C -0.27 -0.92 0.80  1.32
C -0.40 -1.93 -0.19  -0.79
C 0.18 -1.66 -1.49  -0.03
N 0.47 -0.36 -1.92  -0.62
C 0.22 0.55 -1.00  0.46
C 0.26 1.96 -1.02  -0.70
C 0.12 2.38 0.28  -0.23
N -0.02 1.44 1.17  -1.20
N -0.04 0.26 0.43  0.62
H -0.85 -2.38 2.43  0.29
H 0.55 -1.33 2.70  0.28
H -1.07 -0.69 2.98  0.31
H -0.73 -2.97 0.03  0.29
H 0.38 -2.54 -2.19  0.34
H 0.36 2.53 -1.96  0.38
H 0.31 3.36 0.57  0.48

Properties
Structure (SMILES) ... Cc1ccnc2ccnn12
Total charge ... 0
LUMO level ... 0.0184 hartree
Multiplicity ... 1
Highest occupied orbital energy ... -8.16 eV
Frontier orbital gap ... 8.66 eV

=====

The structure with the least stability is arrangement B.

=====

Arrangement A

A cluster of 3 separate species, C2H10NO3 in total, computed with ωB97M-V/def2-TZVPD.

Each line ends with the Mulliken charge.
CARTESIAN COORDINATES (ANGSTROEM)
C -1.01 -2.13 1.17  -0.70
N -1.24 -0.74 0.57  -0.52
C 0.06 0.08 0.73  -0.40
O 0.51 0.20 -0.52  -1.04
H -0.03 -2.17 1.58  0.27
H -1.20 -2.82 0.38  0.27
H -1.75 -2.26 1.93  0.21
H -1.36 -0.81 -0.44  0.31
H 0.79 -0.23 1.38  0.37
H -0.39 1.02 1.18  0.17
H 1.81 1.27 -0.55  0.47
H 2.98 1.92 -1.43  0.28
O 2.76 1.84 -0.46  -0.74
H -0.14 1.05 -1.72  0.50
H -1.13 2.08 -1.54  0.26
O -0.66 1.69 -2.25  -0.72

Properties
Total charge ... -1
LUMO level ... 0.1553 hartree
Multiplicity ... 1
Highest occupied orbital energy ... -3.90 eV
Frontier orbital gap ... 8.13 eV

=====

Arrangement B

A cluster of 3 separate species, C2H10NO3 in total, computed with ωB97M-V/def2-TZVPD.

Each line ends with the Mulliken charge.
CARTESIAN COORDINATES (ANGSTROEM)
C -0.64 0.64 1.60  -0.79
N -0.54 1.58 0.45  -0.47
C 0.08 1.01 -0.81  -0.27
O 0.23 -0.33 -0.80  -0.83
H -1.03 1.24 2.42  0.32
H 0.37 0.33 1.85  0.26
H -1.27 -0.24 1.45  0.22
H -1.52 1.76 0.25  0.24
H 1.02 1.58 -0.89  0.22
H -0.58 1.37 -1.63  0.21
H -1.56 -3.08 -0.52  0.27
H -1.20 -1.64 -0.12  0.31
O -1.14 -2.57 0.17  -0.62
H 1.79 -0.56 -1.02  0.42
H 3.30 -0.26 -0.93  0.25
O 2.70 -0.82 -1.46  -0.73

Properties
Total charge ... -1
LUMO level ... 0.1509 hartree
Multiplicity ... 1
Highest occupied orbital energy ... -3.50 eV
Frontier orbital gap ... 7.61 eV

=====

The structure with the least stability is arrangement A.

=====

Arrangement A

An isolated molecule of C5H9FO2, computed with ωB97M-V/def2-TZVPD.

Each line ends with the Mulliken charge.
CARTESIAN COORDINATES (ANGSTROEM)
O 2.99 -0.19 -0.40  -0.45
C 2.02 -0.56 0.16  0.30
O 1.24 -1.66 -0.42  -0.56
C 1.02 0.29 1.01  -0.50
C 0.27 1.08 -0.20  -0.41
C -1.21 0.80 -0.34  -0.57
C -1.56 -0.73 -0.49  -0.47
F -1.09 -1.40 0.62  -0.34
H 0.37 -1.72 0.06  0.47
H 1.70 1.04 1.56  0.32
H 0.19 -0.18 1.71  0.34
H 0.16 2.14 0.01  0.30
H 1.08 0.88 -1.12  0.29
H -1.64 1.45 -1.09  0.41
H -1.78 0.91 0.70  0.25
H -1.05 -1.20 -1.34  0.36
H -2.72 -0.95 -0.41  0.26

Properties
Structure (SMILES) ... O=C(O)CCCCF
Total charge ... 0
LUMO level ... 0.0299 hartree
Multiplicity ... 1
Highest occupied orbital energy ... -10.41 eV
Frontier orbital gap ... 11.23 eV

=====

Arrangement B

An isolated molecule of C5H9FO2, computed with ωB97M-V/def2-TZVPD.

Each line ends with the Mulliken charge.
CARTESIAN COORDINATES (ANGSTROEM)
C -2.08 0.26 -0.21  -1.70
C -0.95 -0.41 -0.72  0.60
C -0.45 -1.44 0.30  -0.67
O 0.71 -0.85 0.91  -0.45
C 1.22 0.01 0.00  1.15
C 2.06 1.22 0.48  -1.24
F 1.95 -0.74 -0.91  -0.35
O 0.21 0.55 -0.77  -0.41
H -1.85 0.72 0.73  0.42
H -2.92 -0.38 -0.01  0.39
H -2.46 1.07 -0.73  0.41
H -1.10 -0.98 -1.68  0.24
H -1.17 -1.54 1.10  0.30
H -0.03 -2.30 -0.15  0.40
H 2.36 1.77 -0.45  0.31
H 2.98 1.00 1.12  0.31
H 1.51 2.04 1.00  0.30

Properties
Structure (SMILES) ... C[C@@H]1CO[C@@](C)(F)O1
Total charge ... 0
LUMO level ... 0.0350 hartree
Multiplicity ... 1
Highest occupied orbital energy ... -10.61 eV
Frontier orbital gap ... 11.56 eV

=====

The structure with the least stability is arrangement A.

=====

Arrangement A

A cluster of 2 separate species, CH8N2S2 in total, computed with ωB97M-V/def2-TZVPD.

Each line ends with the Mulliken charge.
CARTESIAN COORDINATES (ANGSTROEM)
S 0.14 1.84 -2.45  -0.54
S -0.08 3.41 -1.13  -0.52
H 0.41 0.86 -1.61  0.05
H 1.06 4.02 -0.93  0.02
N -0.07 -2.16 2.49  -0.58
C 0.24 -3.45 1.85  -0.37
N -0.43 -4.60 2.40  -0.60
H -1.04 -2.17 2.80  0.22
H 0.44 -2.05 3.36  0.22
H -0.03 -3.36 0.80  0.31
H 1.32 -3.55 1.84  0.34
H -0.31 -4.69 3.40  0.22
H -1.43 -4.61 2.25  0.23

Properties
Total charge ... -1
LUMO level (alpha / beta) ... 0.1049 / 0.1045 hartree
Multiplicity ... 2
Highest occupied orbital energy (alpha / beta) ... 0.45 / -4.71 eV
Frontier orbital gap (alpha / beta) ... 2.40 / 7.55 eV

=====

Arrangement B

A cluster of 2 separate species, CH8N2S2 in total, computed with ωB97M-V/def2-TZVPD.

Each line ends with the Mulliken charge.
CARTESIAN COORDINATES (ANGSTROEM)
S -0.93 1.71 -1.79  -0.79
S -2.92 1.65 -2.43  -0.44
H -1.23 0.57 -1.17  0.14
H -3.44 2.56 -1.49  0.09
N 0.18 -0.83 -0.27  -0.40
C 0.84 -0.15 0.82  -0.23
N 1.84 -1.16 1.42  -0.65
H 0.83 -0.86 -1.09  0.19
H -0.34 -1.72 -0.07  0.18
H 0.13 0.27 1.61  0.20
H 1.42 0.71 0.47  0.28
H 1.30 -1.98 1.81  0.21
H 2.30 -0.76 2.17  0.22

Properties
Total charge ... -1
LUMO level (alpha / beta) ... 0.1277 / 0.1270 hartree
Multiplicity ... 2
Highest occupied orbital energy (alpha / beta) ... 0.50 / -4.16 eV
Frontier orbital gap (alpha / beta) ... 2.98 / 7.61 eV

=====

The structure with the least stability is arrangement B.

=====

Arrangement A

An isolated molecule of C18H17N3O2S, computed with ωB97M-V/def2-TZVPD.

Each line ends with the Mulliken charge.
CARTESIAN COORDINATES (ANGSTROEM)
C -1.47 1.10 -1.89  -1.29
C -2.12 1.46 -0.56  -0.47
O -1.29 0.99 0.47  -0.23
C -1.71 1.14 1.77  0.76
C -2.88 1.78 2.15  -0.63
C -3.23 1.86 3.49  -0.67
C -2.42 1.30 4.46  -0.72
C -1.24 0.67 4.09  -0.44
C -0.88 0.59 2.76  0.21
N 0.31 -0.02 2.33  0.11
C 1.03 -0.96 2.98  0.67
O 0.79 -1.40 4.09  -0.63
C 2.22 -1.45 2.17  -0.75
S 1.73 -2.33 0.65  -0.24
C 1.78 -1.05 -0.53  0.88
N 1.94 0.18 -0.09  -0.25
N 2.06 1.19 -0.92  -1.09
C 2.02 1.01 -2.20  -0.78
C 1.80 -0.26 -2.80  1.05
C 1.71 -0.48 -4.19  -0.82
C 1.49 -1.74 -4.67  -0.50
C 1.36 -2.83 -3.79  -0.69
C 1.45 -2.65 -2.43  -0.75
C 1.67 -1.36 -1.92  0.92
H -1.32 0.03 -1.96  0.31
H -0.51 1.60 -1.97  0.21
H -2.11 1.42 -2.71  0.49
H -3.11 0.98 -0.49  0.45
H -2.25 2.54 -0.48  0.40
H -3.54 2.22 1.41  0.35
H -4.15 2.36 3.77  0.38
H -2.69 1.36 5.50  0.38
H -0.60 0.23 4.84  0.43
H 0.63 0.26 1.40  0.07
H 2.78 -2.18 2.77  0.41
H 2.86 -0.62 1.86  0.39
H 2.15 1.89 -2.81  0.43
H 1.80 0.36 -4.86  0.42
H 1.41 -1.91 -5.73  0.40
H 1.18 -3.81 -4.19  0.41
H 1.35 -3.47 -1.75  0.41

Properties
Structure (SMILES) ... CCOc1ccccc1NC(=O)CSc1nncc2ccccc12
Total charge ... 0
LUMO level ... -0.0117 hartree
Multiplicity ... 1
Highest occupied orbital energy ... -7.96 eV
Frontier orbital gap ... 7.64 eV

=====

Arrangement B

An isolated molecule of C18H17N3O2S, computed with ωB97M-V/def2-TZVPD.

Each line ends with the Mulliken charge.
CARTESIAN COORDINATES (ANGSTROEM)
C 0.44 -3.75 -0.46  -0.99
C 1.80 -3.26 0.02  0.79
O 2.70 -4.00 0.35  -0.65
N 1.90 -1.91 0.07  -0.05
C 3.10 -1.21 0.43  -0.77
C 3.66 -0.45 -0.78  -0.69
C 4.61 0.63 -0.36  0.26
O 5.82 0.55 -0.38  -0.61
N 4.04 1.83 0.07  -0.11
C 2.74 2.20 0.16  0.42
N 1.71 1.43 0.17  -0.12
C 0.54 2.13 0.25  -0.71
C -0.73 1.41 0.31  0.98
C -0.76 0.15 0.95  -0.75
C -1.92 -0.56 1.02  -1.20
C -3.11 -0.07 0.45  1.13
C -4.32 -0.79 0.50  -0.69
C -5.46 -0.28 -0.07  -0.55
C -5.44 0.97 -0.71  -0.53
C -4.28 1.69 -0.77  -0.83
C -3.09 1.19 -0.20  0.68
C -1.88 1.91 -0.25  -0.97
C 0.69 3.49 0.31  -0.55
S 2.35 3.93 0.26  -0.25
H -0.36 -3.25 0.09  0.16
H 0.37 -4.82 -0.32  0.34
H 0.33 -3.52 -1.52  0.29
H 1.12 -1.34 -0.24  0.23
H 3.82 -1.96 0.78  0.44
H 2.88 -0.51 1.24  0.35
H 2.83 0.00 -1.33  0.44
H 4.20 -1.14 -1.43  0.40
H 4.73 2.55 0.27  0.24
H 0.14 -0.21 1.42  0.85
H -1.95 -1.52 1.53  0.45
H -4.34 -1.75 0.99  0.40
H -6.38 -0.84 -0.03  0.39
H -6.34 1.35 -1.15  0.39
H -4.25 2.65 -1.26  0.39
H -1.86 2.86 -0.76  0.49
H -0.07 4.24 0.40  0.49

Properties
Structure (SMILES) ... CC(=O)NCCC(=O)Nc1nc(-c2ccc3ccccc3c2)cs1
Total charge ... 0
LUMO level ... 0.0012 hartree
Multiplicity ... 1
Highest occupied orbital energy ... -8.34 eV
Frontier orbital gap ... 8.37 eV

=====

The structure with the least stability is arrangement A.